Entry 1:
Formula: C2H9N3O2S
Source: the OMol25 dataset
Level of theory: ωB97M-V/def2-TZVPD

Geometry (Å):
C (1.1309, -0.7908, -0.4873)
C (-0.2222, 0.1156, -2.0792)
N (0.0731, 0.7360, 2.2846)
N (-0.9264, -0.2164, 2.4254)
N (0.3204, -1.0942, -1.4003)
O (-1.7352, 1.0876, 0.5653)
O (-3.2921, 0.1514, 2.2632)
S (-2.0301, -0.1932, 1.1873)
H (1.7350, -1.6297, 0.0266)
H (-4.2213, 0.4311, 1.9639)
H (1.5859, 0.2246, -0.3036)
H (-1.2075, 0.0326, -1.7676)
H (0.3449, 0.9839, -1.8665)
H (-0.1551, -0.0655, -3.1727)
H (-0.3406, 1.3795, 1.4466)
H (0.0108, 1.3767, 3.0703)
H (-0.5395, -1.1454, 2.7349)

Computed properties:
LUMO level (spin up / spin down) ... 0.61 / -2.47 eV
Frontier orbital gap (spin up / spin down) ... 0.2139 / 0.2337 Eh
Total energy ... -21612.23487 eV
Multiplicity ... 3
HOMO (spin up / spin down) ... -5.2 / -8.8 eV

---

Entry 2:
Formula: C4H9NO2
Source: the OMol25 dataset
Level of theory: ωB97M-V/def2-TZVPD

Geometry (Å):
C (-1.9702, 0.8424, 0.8503)
C (-1.7873, -0.5170, 0.1766)
N (-0.6005, -0.5835, -0.6577)
C (0.6478, -0.6277, -0.1144)
O (0.9238, -0.9110, 1.0320)
O (1.5490, -0.3121, -1.0794)
C (2.8281, 0.0965, -0.6173)
H (-1.8893, 1.6523, 0.1157)
H (-2.9539, 0.9149, 1.3265)
H (-1.2026, 0.9957, 1.6151)
H (-1.7165, -1.3097, 0.9258)
H (-2.6422, -0.7474, -0.4671)
H (-0.6318, -0.1197, -1.5528)
H (3.4879, 0.0553, -1.4847)
H (2.7708, 1.1266, -0.2485)
H (3.1867, -0.5557, 0.1798)

Computed properties:
LUMO level ... 0.91 eV
SMILES ... CCNC(=O)OC
Frontier orbital gap ... 0.3933 Eh
Total energy ... -9879.55368 eV
Multiplicity ... 1
HOMO ... -9.8 eV

---

Entry 3:
Formula: C4H7OS
Source: the OMol25 dataset
Level of theory: ωB97M-V/def2-TZVPD

Geometry (Å):
C (0.5121, 0.9087, 0.1087)
C (0.4297, 0.3363, -1.2293)
C (0.0120, 0.6258, 1.3648)
C (-0.3968, -0.6621, 1.9382)
O (-0.0523, -0.8492, -1.6105)
S (-0.0647, -1.4246, -3.1938)
H (0.8359, 1.9429, 0.1674)
H (0.7596, 1.0575, -1.8940)
H (-1.5161, -0.9612, 1.8850)
H (-0.1351, 1.5350, 1.9133)
H (-0.0063, -0.7847, 2.9654)
H (-0.1249, -1.5153, 1.2387)
H (-0.2531, -0.2091, -3.6540)

Computed properties:
LUMO level ... -6.44 eV
Charge ... +1
Frontier orbital gap ... 0.2846 Eh
Total energy ... -17133.58972 eV
Multiplicity ... 1
HOMO ... -14.2 eV

---

Entry 4:
Formula: C2H3FS
Source: the OMol25 dataset
Level of theory: ωB97M-V/def2-TZVPD

Geometry (Å):
F (1.5627, -0.5872, -0.3493)
C (0.5768, 0.3848, -0.0692)
C (-0.6838, -0.4827, 0.0481)
S (-2.2266, -0.1267, -0.2792)
H (0.7440, 0.9140, 0.8816)
H (0.5685, 1.3012, -0.6915)
H (-0.5416, -1.4035, 0.4595)

Computed properties:
LUMO level ... -0.52 eV
SMILES ... FCC=S
Frontier orbital gap ... 0.3156 Eh
Total energy ... -15673.80706 eV
Multiplicity ... 1
HOMO ... -9.1 eV

---

Entry 5:
Formula: C35H86F6O16P
Source: the OMol25 dataset
Level of theory: ωB97M-V/def2-TZVPD

Geometry (Å):
P (0.7229, 0.1504, 0.5128)
F (-0.5763, 0.6777, 1.3374)
F (0.3441, -1.4048, 0.6732)
F (-0.1000, 0.3599, -0.8949)
F (2.0077, -0.2212, -0.3785)
F (1.3167, 1.6508, 0.5966)
F (1.5759, -0.1284, 1.8541)
C (-2.4574, -5.3740, -3.1767)
C (-2.3420, -3.9973, -2.5095)
C (-1.0808, -4.1437, -1.6853)
O (-1.1322, -5.4720, -1.1650)
C (-2.0566, -6.2748, -1.9397)
H (-1.6868, -5.4046, -3.9469)
H (-3.4390, -5.4749, -3.6397)
H (-3.2110, -3.8572, -1.8666)
H (-2.2121, -3.1629, -3.1988)
H (-0.8935, -3.3306, -0.9840)
H (-0.1967, -4.1763, -2.3220)
H (-2.9479, -6.3517, -1.3170)
H (-1.6376, -7.2535, -2.1737)
C (-4.7418, -2.3857, 0.1795)
C (-3.3798, -1.8506, 0.5718)
C (-3.7823, -0.4422, 0.9002)
O (-4.9619, -0.6854, 1.7128)
C (-5.6441, -1.8703, 1.2379)
H (-4.7455, -3.4708, 0.0769)
H (-5.0993, -2.0538, -0.7953)
H (-2.7119, -1.8775, -0.2891)
H (-2.9851, -2.3211, 1.4723)
H (-3.9439, 0.2210, 0.0504)
H (-3.0323, 0.1312, 1.4449)
H (-6.6147, -1.6942, 0.7743)
H (-5.7731, -2.5842, 2.0513)
C (0.6930, -1.4134, -3.4095)
C (0.8945, -2.5173, -4.3727)
C (0.7264, -1.8170, -5.7714)
O (1.3936, -0.5914, -5.5212)
C (1.0726, -0.1698, -4.1933)
H (1.2954, -1.5449, -2.5106)
H (-0.3128, -1.3502, -2.9941)
H (0.1647, -3.3266, -4.3963)
H (1.8901, -2.9500, -4.2745)
H (-0.2858, -1.7427, -6.1689)
H (1.2550, -2.2284, -6.6314)
H (0.2060, 0.4914, -4.1961)
H (1.9172, 0.3890, -3.7900)
C (3.7020, 2.8398, -0.4153)
O (4.5968, 3.7868, -0.9978)
H (3.4811, 1.9966, -1.0697)
H (4.2211, 2.4894, 0.4768)
H (2.7747, 3.3428, -0.1410)
H (4.2114, 4.0921, -1.8223)
C (-2.7019, 1.6019, 3.6971)
O (-1.2653, 1.6967, 3.6789)
H (-3.0858, 0.5999, 3.8886)
H (-3.0655, 2.2449, 4.4986)
H (-3.1394, 2.0844, 2.8231)
H (-0.9654, 1.2341, 2.8930)
C (-0.8277, -3.0096, 3.6170)
O (-0.3788, -1.6549, 3.4529)
H (0.0247, -3.6506, 3.8421)
H (-1.5265, -3.0701, 4.4513)
H (-1.2850, -3.3260, 2.6794)
H (0.1874, -1.6297, 2.6780)
C (-4.1126, 4.2030, 0.1225)
O (-2.8491, 4.2733, -0.5229)
C (-2.4766, 3.0999, -1.2052)
C (-1.2598, 3.4044, -2.0769)
O (-1.6479, 4.3317, -3.1218)
C (-0.7243, 4.6738, -4.1278)
H (-4.8987, 3.9683, -0.5952)
H (-4.3594, 5.1959, 0.4984)
H (-4.2543, 3.4537, 0.9013)
H (-3.2074, 2.7481, -1.9334)
H (-2.2554, 2.3131, -0.4841)
H (-0.8772, 2.4600, -2.4640)
H (-0.5237, 3.7971, -1.3755)
H (-1.0362, 5.4360, -4.8420)
H (-0.4427, 3.7104, -4.5529)
H (0.1632, 5.0670, -3.6321)
C (3.3915, -3.3500, -0.5943)
O (3.3328, -4.4803, 0.2671)
C (2.0862, -4.6694, 0.9881)
C (2.1425, -6.0478, 1.7656)
O (1.1927, -5.8788, 2.7827)
C (0.9171, -7.0302, 3.5797)
H (3.3069, -2.4361, -0.0063)
H (2.5184, -3.2881, -1.2438)
H (4.2615, -3.2023, -1.2343)
H (1.3002, -4.6915, 0.2332)
H (1.8230, -3.8628, 1.6725)
H (3.1653, -6.2691, 2.0705)
H (1.8399, -6.7722, 1.0094)
H (0.6195, -7.9234, 3.0304)
H (0.0830, -6.7215, 4.2099)
H (1.8201, -7.2785, 4.1374)
C (-4.7079, 4.6666, 4.0059)
O (-3.3106, 4.7016, 3.8793)
C (-2.7120, 5.7761, 3.2101)
C (-1.1660, 5.7331, 3.5275)
O (-0.5911, 4.4347, 3.3485)
C (-0.5442, 4.1197, 1.9327)
H (-5.0755, 3.9253, 4.7154)
H (-5.1825, 4.5635, 3.0301)
H (-5.1645, 5.5804, 4.3862)
H (-3.1329, 6.7335, 3.5174)
H (-2.8345, 5.6453, 2.1350)
H (-0.9778, 6.0203, 4.5620)
H (-0.7323, 6.5082, 2.8957)
H (0.0054, 4.8977, 1.4029)
H (-1.4967, 3.8343, 1.4861)
H (0.0209, 3.2005, 1.7778)
C (2.5588, 3.2633, 3.0279)
O (1.7058, 2.5537, 3.9573)
C (2.3951, 1.5650, 4.7617)
C (1.3634, 0.7099, 5.5449)
O (0.2023, 1.5277, 5.9818)
C (-0.5496, 0.7951, 6.8866)
H (3.0209, 2.5125, 2.3871)
H (3.2896, 3.7971, 3.6355)
H (2.0701, 3.9891, 2.3780)
H (3.0519, 2.0721, 5.4684)
H (3.0397, 0.9542, 4.1296)
H (1.8351, 0.1774, 6.3707)
H (1.1032, -0.0574, 4.8157)
H (-1.0237, -0.0532, 6.3928)
H (-1.2375, 1.3810, 7.4962)
H (0.0760, 0.3578, 7.6647)
C (4.2380, -0.8217, -2.8888)
O (4.3347, 0.1413, -3.9145)
C (4.6702, -0.4433, -5.1916)
C (4.5418, 0.6102, -6.3102)
O (5.6901, 1.4964, -6.3690)
C (5.7698, 2.3501, -7.5222)
H (5.1925, -1.3093, -2.6907)
H (3.4598, -1.5598, -3.0827)
H (3.9870, -0.2893, -1.9714)
H (3.9997, -1.2924, -5.3243)
H (5.7087, -0.7451, -5.0550)
H (3.5934, 1.1426, -6.2386)
H (4.5349, 0.0092, -7.2195)
H (6.2124, 1.8346, -8.3745)
H (6.4664, 3.1248, -7.2017)
H (4.8142, 2.8082, -7.7771)

Computed properties:
LUMO level ... 2.24 eV
Charge ... -1
Frontier orbital gap ... 0.3093 Eh
Total energy ... -96040.97064 eV
Multiplicity ... 1
HOMO ... -6.2 eV

---

Entry 6:
Formula: C4H13NO2
Source: the OMol25 dataset
Level of theory: ωB97M-V/def2-TZVPD

Geometry (Å):
C (0.7927, 0.3416, -2.2186)
C (0.8983, 1.1143, -1.1408)
N (0.8018, 0.7359, 0.1565)
C (0.5756, 1.6389, 1.2626)
C (0.4462, 0.8540, 2.5606)
H (0.9615, 0.6430, -3.2401)
H (0.5567, -0.7109, -2.0395)
H (1.0824, 2.1764, -1.2555)
H (0.6862, -0.2586, 0.3485)
H (-0.3191, 2.2337, 1.0816)
H (1.4253, 2.3351, 1.3685)
H (0.5094, 1.5537, 3.3941)
H (1.2548, 0.1382, 2.6513)
H (-0.4671, 0.2613, 2.5560)
O (-2.6734, -1.1393, -1.8199)
H (-1.8778, -1.5635, -2.1783)
H (-3.4043, -1.4918, -2.3372)
O (-0.3474, -2.5902, 0.4443)
H (-0.9390, -3.2879, 0.7532)
H (0.0372, -2.9838, -0.3473)

Computed properties:
LUMO level ... 0.53 eV
SMILES ... C=CNCC.O.O
Frontier orbital gap ... 0.2942 Eh
Total energy ... -9943.02429 eV
Multiplicity ... 1
HOMO ... -7.5 eV